No. 1
Entry from the OMol25 dataset: a molecular structure, C35H43BCaF4N5OSSb (wB97M-V/def2-TZVPD).

Positions of all 92 atoms, in Å:
Sb -0.697 -1.259 -0.612
Ca 0.555 1.888 0.689
S 4.977 -0.076 1.805
F -3.547 2.198 0.253
F -1.722 3.305 1.190
F -1.327 2.007 -0.677
F -2.647 4.047 -0.862
O -0.620 0.446 2.104
N 1.667 2.120 2.838
N 1.244 1.980 -2.069
N -1.219 -0.090 4.219
N 0.806 4.299 1.098
N -2.785 0.705 2.754
C -1.923 0.039 -3.087
C 1.747 2.632 5.160
C 3.643 1.649 4.096
C 2.855 0.727 0.489
C 4.810 -0.496 0.146
C 1.794 -2.557 1.399
C 3.659 -0.025 -0.408
C -2.757 -2.128 -4.580
C -2.118 -5.020 1.290
C 3.299 -4.025 -1.764
C 1.048 3.259 -2.787
C 2.414 -3.567 -2.750
C -2.046 -3.794 -2.869
C -4.045 -3.625 1.235
C -3.319 -2.659 0.507
C 3.069 -3.699 -0.448
C 3.055 2.179 5.231
C -2.939 -0.865 -5.097
C 1.120 -2.387 -1.096
C 1.382 -2.713 -2.426
C -3.452 -4.802 1.650
C 3.422 0.866 1.737
C -1.957 -2.863 0.225
C -4.046 -1.401 0.017
C -2.439 0.209 -4.370
C 2.921 1.571 2.913
C -1.519 0.350 2.983
C 1.014 5.508 0.286
C -1.392 -4.085 0.568
C 1.078 2.568 3.950
C -2.139 -2.349 -3.332
C 1.990 -2.866 -0.089
C 1.660 4.467 -2.059
C -1.740 -1.231 -2.574
C 0.716 5.342 -1.203
B -2.419 2.960 -0.044
H -0.323 5.018 -1.330
H -3.769 -1.140 -0.993
H -5.094 -3.391 1.449
H 3.720 -4.074 0.353
H -3.113 -3.012 -5.107
H 4.153 -4.662 -2.041
H 1.652 -1.497 1.621
H -1.917 -0.405 4.877
H 0.787 6.376 -1.597
H 2.573 -3.885 -3.789
H -2.778 -3.979 -2.082
H -5.128 -1.568 0.011
H 0.403 6.351 0.626
H -3.429 -0.730 -6.045
H 0.705 -2.347 -3.222
H 2.070 5.119 -2.846
H 0.711 1.241 -2.518
H 2.063 5.822 0.449
H 0.917 -3.075 1.818
H -3.472 0.780 3.503
H -2.507 1.220 -4.783
H -1.628 -5.955 1.601
H 5.576 -1.086 -0.366
H -3.843 -0.524 0.643
H 0.022 2.865 3.919
H -0.351 -4.343 0.321
H 1.268 3.053 6.058
H -2.962 1.279 1.945
H 2.206 1.709 -2.125
H -4.023 -5.529 2.235
H 1.469 3.222 -3.794
H -2.251 -4.470 -3.712
H 3.604 2.192 6.179
H 2.669 -2.888 1.981
H -1.672 0.930 -2.492
H 1.477 4.315 1.882
H 4.701 1.332 4.091
H -0.306 -0.515 4.345
H -1.064 -4.027 -2.435
H -0.017 3.395 -2.912
H 2.496 4.143 -1.431
H 3.389 -0.340 -1.425
H -0.119 4.342 1.509

Results
E_HOMO ... -7.40 eV
2S+1 ... 1
Energy relative to the best compared isomer or geometry (same formula, charge and spin) ... 0.589 eV

Atomic partial charges in e from the Mulliken method, atoms 1 to 5: 0.098 2.116 -0.379 -0.403 -0.379


No. 2
Entry from the OMol25 dataset: a molecular structure, C35H43Br4MnN2O5P (wB97M-V/def2-TZVPD).

Positions of all 91 atoms, in Å:
Br 2.548 5.572 0.371
Br 2.101 3.560 5.678
Br 1.741 0.437 4.367
Br 2.413 6.062 3.654
Mn 1.879 0.706 -0.684
P -1.627 -0.351 -0.039
O 1.839 2.621 -0.278
O 1.694 0.635 1.314
O -0.336 0.133 -0.687
O 3.942 -2.888 -0.638
O 2.518 -1.224 -0.902
N 4.551 -0.729 -0.101
N 4.235 0.601 -0.110
C 2.214 4.351 2.942
C -1.263 2.889 1.433
C 1.877 1.779 1.912
C 1.937 1.222 -2.666
C -2.023 -2.052 2.376
C -1.312 -3.158 3.239
C 3.486 0.792 -6.005
C -4.128 -3.626 -0.752
C -2.710 1.016 0.542
C 0.885 1.991 -3.042
C 2.151 3.284 3.821
C 2.228 4.150 1.543
C 1.398 1.779 -5.358
C 2.884 0.803 -3.638
C -2.058 2.400 0.233
C 2.545 1.043 -4.976
C 4.143 0.180 -3.408
C 0.016 -2.402 0.965
C 4.684 0.160 -5.721
C -1.061 -1.407 1.345
C -2.019 2.872 2.735
C 3.660 -1.703 -0.553
C 0.923 -2.650 2.238
C -4.626 -2.215 -0.497
C -3.366 0.932 1.940
C -2.521 -1.215 -1.479
C -2.610 -3.681 -0.720
C 0.105 -2.735 3.512
C -2.541 1.447 3.090
C 2.003 1.988 3.299
C -4.040 -1.278 -1.508
C 1.983 2.896 1.037
C -1.947 -2.647 -1.656
C 5.003 -0.179 -4.415
C 0.573 2.281 -4.391
H -2.345 -1.277 3.040
H -5.739 -2.178 -0.548
H 1.484 -3.558 2.031
H -2.834 3.633 2.640
H -0.879 -2.625 -1.454
H 5.931 -0.700 -4.168
H -1.284 -4.083 2.518
H -1.368 3.249 3.581
H -3.177 1.483 4.029
H -2.042 -2.950 -2.682
H 1.147 1.967 -6.398
H 4.317 1.027 0.810
H 0.597 -3.473 4.169
H -0.247 2.908 -4.643
H -2.116 -0.666 -2.289
H -2.204 -4.690 -0.910
H -4.376 -1.596 -2.481
H -0.408 2.188 1.601
H -4.514 -0.241 -1.442
H -2.840 3.143 0.087
H 1.632 -1.832 2.390
H -1.434 2.490 -0.604
H -4.289 1.553 1.875
H 5.457 -1.067 0.108
H -4.498 -3.852 -1.764
H -4.529 -4.350 -0.004
H 4.416 -0.218 -2.415
H -2.910 -2.475 1.930
H -3.599 1.022 -0.150
H 0.125 -1.745 4.055
H -0.471 -0.659 1.931
H 3.192 1.153 -6.993
H -0.765 3.860 1.287
H -1.870 -3.346 4.159
H -0.320 -3.391 0.688
H -2.309 -3.459 0.280
H 4.692 1.125 -0.825
H -1.685 0.818 3.289
H 0.223 2.373 -2.236
H 0.582 -2.043 0.151
H -4.325 -1.909 0.476
H 5.344 0.025 -6.585
H -3.734 -0.077 2.107

Results
E_HOMO (alpha / beta) ... -4.70 / -4.82 eV
2S+1 ... 5
Charge ... -1

Atomic partial charges in e from the Mulliken method, atoms 1 to 5: -0.150 -0.190 -0.058 -0.213 0.856


No. 3
Entry from the OMol25 dataset: a molecular structure, C35H43FIrN5OS2 (wB97M-V/def2-TZVPD).

Positions of all 88 atoms, in Å:
Ir -1.558 14.423 12.861
S -2.127 16.425 12.125
S -2.071 12.345 13.896
F 0.614 12.449 12.853
O -3.815 14.953 14.044
N -3.174 13.159 11.205
N -0.378 14.530 10.538
N -5.113 13.110 14.535
N 0.028 15.034 13.984
N -5.827 15.282 14.986
C -4.550 13.756 11.193
C 1.069 14.232 10.535
C -2.723 11.242 12.696
C -2.990 9.886 12.998
C -0.527 17.129 7.851
C -2.562 13.475 9.896
C -0.220 15.965 8.554
C -0.027 16.344 14.589
C -0.646 15.767 9.885
C -1.063 13.386 9.868
C -4.858 14.464 14.507
C -1.755 17.907 9.771
C 3.531 12.652 14.977
C 1.495 13.017 13.722
C -2.914 16.032 16.929
C 2.605 12.255 14.017
C -1.315 18.099 8.462
C 2.131 14.633 15.270
C -0.832 14.808 17.678
C 0.878 17.377 14.152
C 1.803 17.279 12.951
C -3.763 9.480 10.736
C 0.948 18.571 14.865
C -3.473 9.003 12.015
C -3.632 10.845 10.454
C 1.160 14.237 14.321
C -0.710 16.557 15.826
C -1.545 15.498 16.510
C -3.187 11.746 11.443
C -0.618 17.804 16.477
C 3.241 13.870 15.584
C 1.454 18.354 11.903
C -1.461 16.741 10.505
C 0.186 18.826 16.013
C 3.308 17.397 13.204
H -1.422 13.954 18.038
H 1.224 13.176 10.760
H -3.357 16.604 16.103
H -5.663 16.288 14.841
H 1.637 19.309 14.494
H 1.581 14.841 11.299
H 1.877 19.349 12.160
H -2.818 9.547 14.018
H -1.208 17.938 17.383
H 1.987 15.559 15.808
H -5.041 13.496 10.245
H -5.823 12.706 15.133
H -2.931 14.459 9.617
H -2.945 12.725 9.176
H 1.830 18.052 10.909
H -0.684 15.494 18.547
H 3.669 16.678 13.967
H -3.916 11.202 9.459
H -3.618 7.948 12.239
H -4.489 14.856 11.292
H -5.112 13.358 12.042
H 0.211 19.796 16.508
H -2.331 18.699 10.245
H -1.560 19.001 7.928
H 2.707 11.322 13.487
H 3.851 17.184 12.263
H 0.154 14.407 17.394
H -0.160 17.269 6.843
H 1.619 16.287 12.520
H 3.879 14.276 16.364
H -1.752 14.702 15.785
H 4.403 12.065 15.262
H 1.502 14.487 9.560
H -0.734 13.370 8.809
H 0.361 15.164 8.079
H -6.714 14.998 15.385
H -4.128 8.797 9.990
H -3.592 15.194 17.179
H -4.250 12.573 14.476
H -0.665 12.463 10.318
H -2.862 16.692 17.838
H 0.357 18.471 11.809
H 3.607 18.407 13.565

Results
E_HOMO (alpha / beta) ... -8.90 / -10.62 eV
2S+1 ... 6
Charge ... +1
Energy relative to the best compared isomer or geometry (same formula, charge and spin) ... 0.000 eV

Atomic partial charges in e from the Mulliken method, atoms 1 to 5: 2.292 -0.576 -0.657 -0.138 -0.513